40
Properties=species:S:1:pos:R:3:forces:R:3 method="wB97M-V/def2-TZVPD" spin_multiplicity=1 lumo_energy_ev=-0.4 energy_ha=-1234.26874 mol_weight_da=345.3 charge=0 e_above_lowest_ev=1.629
C -4.861008 -1.128353 0.684788 -0.2 0.0 0.1
H -4.544423 -1.306544 1.717135 0.0 0.0 0.0
O -3.761065 -1.051386 -0.189359 0.4 0.2 -0.2
C -2.819898 -0.080483 0.013013 -0.1 -0.1 0.1
C -2.912005 0.859740 1.029763 -0.1 -0.2 -0.1
C -1.943796 1.830417 1.210830 0.3 0.1 -0.2
C -0.833859 1.872692 0.382738 -0.3 -0.3 -0.2
C -0.738861 0.946157 -0.663810 -0.3 -0.1 0.0
C -1.718587 -0.030920 -0.872853 0.2 0.2 0.1
O -1.522562 -0.805589 -1.961675 -0.1 0.4 0.2
C -2.282671 -1.967923 -2.212098 -0.2 -0.5 -0.2
H -3.318989 -1.729835 -2.459012 0.1 0.0 0.0
H -2.256773 -2.655905 -1.365368 0.0 0.0 -0.1
H -1.800779 -2.433141 -3.071650 0.0 0.0 0.1
C 0.376863 1.099270 -1.642805 0.2 0.3 -0.4
O 0.694878 2.158412 -2.118429 -0.1 0.0 0.0
O 1.003664 -0.041461 -1.929954 0.1 -0.5 -0.1
H 1.710466 0.118876 -2.578151 -0.1 0.3 0.2
C 0.246616 2.834470 0.652057 0.0 -0.2 0.3
N 1.494189 2.623060 0.765559 0.1 1.1 0.4
N 2.049171 1.391816 0.640907 0.6 -0.3 -0.8
C 1.610729 0.200911 1.116626 0.2 -0.4 0.2
C 0.656482 0.145899 2.153173 0.1 0.0 0.1
C 0.193096 -1.047321 2.641793 0.1 0.0 -0.1
C 0.668674 -2.258122 2.135412 0.0 -0.1 0.0
C 1.640223 -2.240595 1.168594 0.1 0.0 -0.1
C 2.130830 -1.034175 0.655048 -1.0 0.0 1.0
N 3.123228 -1.119189 -0.345844 0.6 -0.1 -0.6
O 3.416646 -2.215003 -0.785848 0.0 0.0 -0.1
O 3.661078 -0.084150 -0.740888 0.2 0.0 0.0
H 2.058556 -3.155292 0.777167 0.0 0.0 0.0
H 0.293862 -3.193892 2.517489 0.0 -0.1 0.0
H -0.536949 -1.046740 3.437131 -0.1 0.0 0.1
H 0.317510 1.073284 2.585752 0.0 0.0 0.0
H 2.924397 1.387918 0.116180 -0.4 0.0 0.4
H -0.043063 3.864786 0.815194 0.0 0.1 -0.1
H -2.043093 2.540178 2.017825 0.0 0.1 0.1
H -3.759518 0.848854 1.695438 -0.1 -0.1 0.0
H -5.477081 -0.225026 0.639555 0.0 0.0 0.0
H -5.445466 -1.978572 0.336388 0.0 0.1 0.1

15
Properties=species:S:1:pos:R:3:forces:R:3 method="wB97M-V/def2-TZVPD" spin_multiplicity=1 lumo_energy_ev=0.5 energy_ha=-830.43367 mol_weight_da=141.2 charge=0 smiles="NC(N)NS(=O)(=O)O" e_above_lowest_ev=0.000
C -0.566773 -0.029954 -1.001337 -0.8 0.0 -2.7
N -1.294298 0.861886 -0.182011 -0.6 1.6 -0.3
N 0.839259 -0.049570 -0.632580 1.0 2.0 -0.9
N -1.074129 -1.331991 -0.871373 0.6 -3.7 -2.6
O 2.592679 0.356123 1.105395 -1.2 -1.1 -0.8
O 0.693696 -1.354878 1.300594 0.4 2.1 0.8
O 0.476185 1.086195 1.767904 -2.2 -1.7 -0.7
S 1.206907 -0.046824 0.911394 3.0 -1.3 2.4
H -0.582821 0.242585 -2.141838 -0.1 -0.1 2.2
H -2.246099 1.151686 -0.458094 1.0 -0.9 0.1
H -1.238137 0.495694 0.752478 -0.8 0.3 0.3
H 1.404991 0.595436 -1.163632 0.1 0.3 0.1
H -0.490970 -1.988318 -1.524345 -1.5 1.5 1.0
H -0.758331 -1.726240 -0.005130 -0.3 0.1 0.9
H 1.037841 1.738171 2.142576 1.4 0.7 0.2

15
Properties=species:S:1:pos:R:3:forces:R:3 method="wB97M-V/def2-TZVPD" spin_multiplicity=1 lumo_energy_ev="-1.4 / -1.4" energy_ha=-3060.61505 mol_weight_da=209.0 charge=0 smiles="CN1C([N+](=O)[O-])=NCN1Br" e_above_lowest_ev=1.535
C 0.941540 0.119695 0.071773 -2.3 1.8 0.8
C -0.106060 2.002062 0.492248 -1.1 -0.4 0.8
C -0.870266 -1.419716 -0.809237 -0.1 -1.3 -0.7
N 1.101049 1.273222 0.614194 1.1 -1.7 -1.0
N -0.367674 -0.126810 -0.369752 1.1 -0.5 0.8
N -1.160279 1.017588 -0.208188 0.9 0.4 0.5
N 1.984991 -0.932003 0.138131 1.2 -0.5 2.1
O 1.864302 -2.057740 -0.343995 -0.2 1.8 -0.1
O 2.874846 -0.587146 0.912972 -0.5 -0.7 -1.4
Br -2.795520 0.874567 1.096032 0.8 -0.4 -0.2
H -0.380804 2.351119 1.562209 -0.1 -0.5 -2.0
H -0.004949 2.869215 -0.177851 -0.1 -0.3 0.2
H -0.416917 -2.393041 -0.412158 -0.3 2.0 0.2
H -1.936314 -1.484283 -0.690408 -0.5 0.3 0.5
H -0.727945 -1.506728 -1.875971 0.2 0.1 -0.5

91
Properties=species:S:1:pos:R:3:forces:R:3 method="wB97M-V/def2-TZVPD" spin_multiplicity=1 lumo_energy_ev=-4.3 energy_ha=-7596.21921 mol_weight_da=723.5 charge=+1
C 0.380522 1.839568 1.714902 1.0 0.6 -0.6
C -0.140421 3.351987 1.268442 0.3 -0.4 1.0
C -1.765223 3.553509 1.415386 0.6 0.7 -0.4
C -2.620583 2.964463 0.107152 0.1 0.2 1.5
C -3.520991 1.693576 0.673724 -0.4 0.0 -0.9
C -3.905862 0.625975 -0.535583 -0.5 0.0 0.0
C -4.084851 -0.939688 0.037270 -0.4 1.0 1.5
C -3.599305 -2.085109 -1.025141 2.9 0.6 1.1
C -3.905039 -3.634382 -0.680939 0.0 -3.0 4.6
Br -4.514431 -5.080260 -1.996730 0.6 2.3 0.9
C -3.703329 -4.256812 0.692402 0.1 2.3 -3.1
C -3.144167 -3.451335 1.994398 -1.2 -0.4 1.0
Br -4.082193 -6.232209 1.059286 0.5 2.6 -0.4
C -1.922625 -1.983565 -1.057562 0.5 -0.3 -0.4
C -1.298931 -2.964966 -2.262058 0.8 -0.1 2.1
N -2.241905 -3.065044 -3.470307 -0.6 4.5 0.8
C -2.955931 -1.698717 -3.439512 0.6 -1.5 0.2
N -2.590302 -0.643559 -4.283185 -0.2 -0.7 1.0
N -1.572873 -0.759379 -5.255700 0.9 0.0 -0.7
C -0.368553 0.084993 -4.900807 2.2 1.7 0.1
C -0.226269 1.449985 -5.843259 -0.3 0.2 -0.3
P -3.350310 0.996001 -4.215404 -5.2 1.9 2.8
O -3.861205 1.537335 -5.789107 1.2 -1.6 1.0
O -2.331534 2.147503 -3.397309 -0.8 -1.0 -1.6
N -3.995751 -1.563264 -2.374424 1.9 -0.7 -2.7
B -5.414028 -1.672242 -2.777366 -3.7 -0.1 -2.2
O -6.556030 -1.063818 -2.019645 2.9 0.4 -1.9
O -5.810780 -2.387828 -4.041944 0.5 1.1 3.7
C -7.010746 -3.224661 -3.770607 -0.8 -0.9 1.0
H 1.566409 1.843198 1.579950 -2.5 -0.1 0.3
H 0.184995 1.596790 2.847596 0.1 0.4 -2.3
H -0.030767 1.013930 0.984242 0.6 1.5 1.6
H 0.263871 3.559219 0.185761 -1.0 -0.3 2.1
H 0.385000 4.104297 2.022833 -1.1 -1.5 -1.7
H -1.963947 4.714028 1.524484 0.3 -2.4 -0.2
H -2.086141 3.050035 2.427836 0.4 0.9 -2.1
H -3.282389 3.837636 -0.304019 1.1 -1.8 0.7
H -1.843135 2.665656 -0.715937 -1.5 0.3 1.5
H -2.873944 1.183643 1.511735 -1.4 0.8 -1.7
H -4.555052 2.064742 1.124862 2.4 -0.6 -0.7
H -4.926322 0.951856 -1.062436 2.3 -0.6 1.2
H -3.068550 0.711518 -1.347576 -1.5 -0.4 1.6
H -5.199662 -1.130040 0.413713 2.4 0.4 -1.1
H -3.436151 -0.894168 1.039339 -1.2 -0.7 -2.4
H -2.067822 -3.005933 1.904237 -2.1 -0.8 -0.2
H -3.951778 -2.615959 2.267004 2.0 -1.7 -0.7
H -3.120633 -4.153329 2.959833 -0.1 1.3 -2.4
H -1.428486 -2.365817 -0.070076 -1.2 0.7 -1.8
H -1.561095 -0.852530 -1.182129 -1.0 -2.4 0.1
H -1.123638 -4.022524 -1.749070 -0.6 2.1 -1.5
H -0.253906 -2.518226 -2.541637 -2.0 -0.9 0.3
H -1.724667 -3.212356 -4.356560 -0.3 0.5 0.7
H -1.976234 -0.350964 -6.129659 0.4 -0.7 0.8
H 0.644353 -0.505875 -5.056336 -2.3 0.9 0.3
H -0.384445 0.427141 -3.773998 -0.2 -0.8 -2.2
H 0.738267 2.088761 -5.558941 -2.1 -1.7 -0.6
H -0.200808 1.172500 -7.002508 0.1 0.5 2.6
H -1.138173 2.182263 -5.717341 1.7 -1.5 -0.1
H -4.759037 1.104083 -5.998685 1.9 0.7 0.8
H -2.916344 2.716672 -2.790473 0.8 -1.4 -1.4
H -6.656571 -0.111323 -2.352065 0.2 -1.9 0.8
H -8.026126 -2.655117 -3.934340 2.2 -1.1 0.0
H -6.894540 -4.199836 -4.408365 -0.4 2.1 1.0
H -7.014041 -3.574419 -2.631830 0.0 0.7 -2.5
O 7.062233 1.231808 3.302319 -0.5 -0.2 0.1
Si 7.719980 0.376078 4.590387 0.0 -0.1 0.1
C 7.414470 -1.467853 4.370193 -0.1 0.3 -0.2
C 6.927732 0.926633 6.206305 0.0 0.0 -0.3
C 9.573626 0.641897 4.731925 -0.3 0.2 -0.3
Si 5.555001 1.466572 2.597735 0.2 -0.1 0.2
C 5.645792 2.619438 1.117510 0.4 -0.2 0.2
C 4.363217 2.218119 3.845777 0.3 -0.1 0.0
C 4.851069 -0.175970 2.010135 0.3 0.1 0.2
H 6.345002 -1.691393 4.419548 0.1 -0.1 0.0
H 7.918755 -2.038336 5.154764 0.0 0.1 0.0
H 7.792159 -1.804485 3.399792 0.0 0.0 0.1
H 7.015792 2.010283 6.324014 0.0 -0.1 0.1
H 7.416852 0.444187 7.059968 -0.1 0.1 -0.1
H 5.866721 0.662305 6.227184 0.0 0.0 0.1
H 9.806310 1.698040 4.892633 0.0 -0.1 0.0
H 10.086774 0.306251 3.826158 0.0 0.1 0.1
H 9.971350 0.072383 5.578405 -0.1 0.0 -0.1
H 6.022675 3.602772 1.411217 0.0 0.0 -0.1
H 4.652377 2.752828 0.681155 0.0 0.0 0.1
H 6.306337 2.211380 0.345956 -0.1 0.1 0.0
H 4.168766 1.519709 4.664375 0.0 0.1 0.0
H 3.409273 2.460301 3.370249 0.0 0.0 0.0
H 4.782050 3.136460 4.268502 -0.1 -0.1 0.0
H 4.647236 -0.836769 2.856975 0.0 0.0 -0.1
H 5.557569 -0.677501 1.341402 -0.1 0.0 0.1
H 3.916035 -0.022747 1.469599 0.0 0.0 0.0

9
Properties=species:S:1:pos:R:3:forces:R:3 method="wB97M-V/def2-TZVPD" spin_multiplicity=1 lumo_energy_ev=-0.2 energy_ha=-803.39064 mol_weight_da=310.9 charge=0 e_above_lowest_ev=0.000
C -0.531781 0.268722 -0.242020 -1.5 -0.7 -0.7
C 0.186690 -1.032836 -0.405956 -0.1 -0.9 2.0
N -0.173175 1.231181 0.642635 -1.9 2.2 -1.1
O -1.543423 0.287140 -0.932235 0.2 1.2 0.4
I 1.859103 -0.755619 -1.599623 0.5 -0.2 -0.6
I 0.755980 -1.677922 1.636654 0.0 -0.2 -0.5
H -0.555835 -1.808452 -0.732740 1.1 1.0 0.0
H 0.680781 1.338849 1.122437 1.0 -0.6 0.3
H -0.678340 2.148937 0.510847 0.7 -1.7 0.2

25
Properties=species:S:1:pos:R:3:forces:R:3 method="wB97M-V/def2-TZVPD" spin_multiplicity=1 lumo_energy_ev=-0.7 energy_ha=-3253.78932 mol_weight_da=267.1 charge=0 e_above_lowest_ev=0.000
C -0.947531 -0.771776 0.824490 0.6 1.5 0.0
C 0.361753 -0.493580 0.332153 -2.4 1.1 0.8
C -1.597178 0.463660 1.080374 1.0 -1.0 -0.6
C 1.637435 1.664620 -0.071129 -2.3 -0.5 2.6
C 1.347776 -1.411421 -0.216442 0.8 -1.4 -0.6
C 1.461307 -1.355844 -1.750992 0.6 3.5 0.6
N 0.483517 0.843239 0.400975 0.5 0.1 -0.2
N -0.637902 1.405669 1.003932 -0.5 0.9 0.2
N -0.821514 2.803391 1.005110 1.4 -1.7 -1.1
N -1.688487 -1.941440 0.992603 -1.9 -3.1 0.3
O -1.230710 -3.016653 0.537988 0.0 1.6 0.3
O -2.810918 -1.923144 1.563507 2.6 0.8 -1.1
O 0.212375 -1.289390 -2.332878 -1.3 -1.0 -0.1
Br -3.134781 0.819725 -0.893029 0.3 0.2 0.0
H -2.495893 0.482214 1.620395 -0.8 0.7 0.7
H 1.508764 2.632849 0.399514 0.6 -0.1 0.4
H 2.452919 1.055425 0.198349 1.5 0.0 0.2
H 1.526001 1.810677 -1.074509 0.0 0.2 -2.8
H 0.920662 -2.386029 -0.021718 0.1 -0.4 0.4
H 2.337838 -1.385511 0.257854 -0.2 0.3 0.0
H 2.144144 -2.101654 -2.130855 0.0 -0.4 -0.1
H 1.825375 -0.311575 -2.006253 0.6 -1.3 0.1
H -1.304494 3.060168 0.143141 -0.6 0.1 0.6
H -1.141492 3.117295 1.899824 -0.4 0.1 0.0
H -0.408960 -1.770906 -1.762400 -0.1 0.0 -0.6

19
Properties=species:S:1:pos:R:3:forces:R:3 method="wB97M-V/def2-TZVPD" spin_multiplicity=1 lumo_energy_ev=1.1 energy_ha=-198.85354 mol_weight_da=74.2 charge=0 smiles=CCC.CC e_above_lowest_ev=0.969
C -1.950890 -0.318103 -0.945661 -2.6 -1.7 -0.7
C -2.503562 1.100916 -1.154701 -1.2 -2.0 0.8
H -2.738714 -1.146707 -0.928166 0.6 1.2 -0.3
H -1.280110 -0.650691 -1.728311 0.5 0.3 0.1
H -1.552709 -0.396198 0.021443 1.1 -0.2 1.2
H -2.559657 1.239937 -2.211385 -0.1 0.8 -0.6
H -3.521853 1.216108 -0.677590 1.2 0.0 -0.5
H -1.777590 1.668523 -0.633467 0.4 1.5 0.0
C 2.200613 -0.295179 0.853824 -0.1 0.3 -0.8
C 1.224781 0.342326 1.839120 2.9 -1.4 1.9
C 1.578184 -0.786491 -0.465417 0.0 0.2 -0.5
H 2.459156 -1.234690 1.336065 1.2 0.3 0.3
H 3.051637 0.427674 0.621046 -0.8 -1.2 0.6
H 0.492814 -0.333852 2.221552 -0.4 -0.7 0.3
H 1.840792 0.723843 2.700929 -0.5 -0.7 -0.4
H 1.165924 -1.808234 -0.348737 -0.3 0.8 0.0
H 2.290636 -0.895401 -1.301855 0.1 0.2 0.5
H 0.734297 1.189152 1.604889 -1.7 2.9 -1.8
H 0.846250 -0.042933 -0.803578 -0.2 -0.5 -0.1